No. 1
{"formula": "C19H19BrN4O2Sn", "method": "wB97M-V/def2-TZVPD", "orbital_gap_ha": [0.19370, 0.20206], "total_charge": 4, "e_homo_ev": [-21.6, -21.6], "elements": ["N", "C", "C", "H", "H", "H", "N", "C", "C", "H", "H", "H", "N", "C", "C", "H", "H", "H", "Sn", "C", "O", "C", "O", "C", "C", "C", "C", "C", "C", "H", "H", "H", "H", "H", "H", "Br", "C", "C", "C", "C", "N", "C", "H", "H", "H", "H"], "xyz": [[-0.34644, 0.26055, -3.65533], [-0.85305, -0.09361, -4.64631], [-1.43195, -0.49623, -5.91206], [-0.91865, -1.41658, -6.24415], [-1.26800, 0.32560, -6.63183], [-2.51514, -0.67216, -5.78924], [-0.64779, 4.02632, 1.68194], [-1.37002, 4.71031, 2.29497], [-2.25481, 5.57264, 3.05423], [-2.34138, 6.52733, 2.51471], [-1.83621, 5.70537, 4.06068], [-3.25195, 5.11473, 3.13529], [2.74103, -1.52763, 1.91526], [3.08438, -2.44087, 2.55537], [3.55711, -3.56150, 3.34921], [2.90276, -3.68655, 4.23004], [4.58225, -3.32022, 3.67625], [3.55075, -4.46306, 2.71399], [0.47172, 0.82685, -0.00457], [-0.31854, 0.30277, 2.11552], [-1.29294, 0.04409, 2.69180], [-1.78131, 1.26093, -0.49016], [-2.85760, 1.09841, -0.08214], [1.37424, 2.21063, -1.70069], [2.01178, 0.95186, -1.64244], [2.67279, 0.55826, -0.44250], [2.67160, 1.43068, 0.66807], [1.95223, 2.63677, 0.62428], [1.31306, 3.03106, -0.56174], [0.90470, 2.52263, -2.62978], [2.04355, 0.31337, -2.51379], [3.20758, -0.37896, -0.39900], [3.20425, 1.14122, 1.57026], [1.87700, 3.26592, 1.51069], [0.75500, 3.96640, -0.58375], [-1.08413, -5.25298, 2.22546], [-1.47090, -3.96139, 0.88082], [-2.36284, -4.25364, -0.14836], [-2.57642, -3.29652, -1.13823], [-1.88820, -2.06658, -1.02210], [-1.09772, -1.76631, 0.01104], [-0.85879, -2.68677, 0.95373], [-2.86275, -5.22038, -0.17220], [-3.24384, -3.46335, -1.97320], [-1.97757, -1.32512, -1.81555], [-0.16880, -2.45431, 1.76549]]}

No. 2
{"formula": "C19H19Cl24IN2OS", "method": "wB97M-V/def2-TZVPD", "orbital_gap_ha": 0.29040, "e_homo_ev": -8.9, "elements": ["C", "C", "C", "C", "I", "C", "C", "C", "C", "O", "C", "C", "N", "S", "N", "C", "H", "H", "H", "H", "H", "H", "H", "H", "H", "H", "H", "C", "Cl", "Cl", "Cl", "H", "C", "Cl", "Cl", "Cl", "H", "C", "Cl", "Cl", "Cl", "H", "C", "Cl", "Cl", "Cl", "H", "C", "Cl", "Cl", "Cl", "H", "C", "Cl", "Cl", "Cl", "H", "C", "Cl", "Cl", "Cl", "H", "C", "Cl", "Cl", "Cl", "H"], "xyz": [[3.18731, 1.59728, -0.28260], [2.67724, 0.48110, -1.28737], [1.71194, -0.43153, -0.47924], [0.43013, -0.01419, -0.22567], [-0.32479, 1.85878, -0.93169], [-0.47003, -0.84728, 0.57438], [-1.88759, -0.48316, 0.96564], [-2.87691, -0.97711, -0.19410], [-3.94398, 0.09452, -0.60773], [-4.21472, -1.16456, 0.21994], [-0.00964, -2.04968, 1.05180], [1.31790, -2.52256, 0.80163], [1.90263, -3.66498, 1.20072], [3.40026, -3.66510, 0.60218], [3.46862, -2.21598, -0.16204], [2.23056, -1.70561, 0.00951], [2.29370, 2.11544, 0.10532], [3.90595, 2.29529, -0.75756], [3.61533, 1.06286, 0.57166], [2.18317, 0.92460, -2.16373], [3.52235, -0.16914, -1.57788], [-2.23323, -0.98600, 1.88563], [-2.09980, 0.59580, 0.99958], [-2.45489, -1.61495, -0.99956], [-3.89500, 0.99312, 0.01946], [-4.77867, -0.16341, -1.26363], [-0.65991, -2.69658, 1.65218], [5.17098, -0.01910, 3.11113], [6.81470, -0.60224, 3.38714], [5.15541, 1.68683, 2.68503], [4.38049, -0.90213, 1.80561], [4.60328, -0.15844, 4.02410], [-4.23110, 1.81242, -4.14026], [-5.68519, 0.83391, -4.36272], [-4.34042, 2.76270, -2.65449], [-2.78890, 0.79472, -4.12696], [-4.15269, 2.50120, -4.97420], [6.42364, 4.29305, -2.45463], [6.38258, 3.47765, -0.89012], [5.05025, 3.79763, -3.44931], [6.43723, 6.04590, -2.24446], [7.33475, 4.00482, -2.96473], [2.01324, -6.74742, 3.55552], [0.55657, -7.73092, 3.37503], [1.97651, -5.85896, 5.08070], [3.45882, -7.75641, 3.45703], [2.04124, -6.02812, 2.74318], [-3.94358, 5.89252, -5.67083], [-2.81352, 6.02544, -4.32194], [-3.79965, 4.30988, -6.44931], [-5.59659, 6.16943, -5.12716], [-3.69283, 6.65293, -6.40104], [-0.38755, -1.79668, 4.80224], [-1.84578, -1.63187, 3.81382], [0.29796, -3.40878, 4.61102], [0.80083, -0.56543, 4.35940], [-0.65720, -1.65160, 5.84144], [-6.93875, 10.17685, -5.00672], [-5.29649, 9.60778, -4.69695], [-6.94191, 11.90241, -5.37833], [-7.67949, 9.25603, -6.31895], [-7.52597, 10.02166, -4.10973], [0.75983, -10.67012, 5.73286], [-0.69470, -11.65613, 5.55528], [0.72559, -9.77691, 7.25519], [2.20942, -11.67336, 5.63123], [0.78546, -9.95332, 4.92012]]}

No. 3
{"formula": "C19H19Cl3N2O4", "method": "wB97M-V/def2-TZVPD", "e_above_lowest_kcal_mol": 0.0, "orbital_gap_ha": 0.29061, "smiles": "COc1ccc(C(C)(C)C)cc1NC(=O)COC(=O)c1ncc(Cl)c(Cl)c1Cl", "e_homo_ev": -8.2, "elements": ["C", "H", "O", "C", "C", "C", "C", "C", "C", "N", "C", "O", "C", "H", "H", "O", "C", "O", "C", "N", "C", "C", "C", "C", "Cl", "Cl", "Cl", "H", "H", "H", "C", "C", "H", "H", "H", "C", "H", "H", "H", "C", "H", "H", "H", "H", "H", "H", "H"], "xyz": [[5.88943, 2.63332, -0.66017], [5.98047, 2.35809, -1.71495], [4.66088, 2.21181, -0.12356], [4.33877, 0.89636, -0.19865], [5.19807, -0.12179, -0.59003], [4.80222, -1.44926, -0.54952], [3.54014, -1.82037, -0.10945], [2.67324, -0.79637, 0.25816], [3.04310, 0.53488, 0.19982], [2.09726, 1.51705, 0.56492], [1.77551, 2.58818, -0.19114], [2.29258, 2.90411, -1.23412], [0.60254, 3.39926, 0.41473], [0.56101, 4.37584, -0.06783], [0.72384, 3.49886, 1.49776], [-0.65035, 2.77773, 0.11712], [-1.03809, 1.76382, 0.86343], [-0.41994, 1.30129, 1.79396], [-2.36816, 1.23566, 0.41373], [-3.29608, 2.12837, 0.10940], [-4.49019, 1.72827, -0.26148], [-4.83681, 0.38159, -0.35922], [-3.87065, -0.57949, -0.05674], [-2.60462, -0.14187, 0.34336], [-1.38447, -1.28033, 0.69383], [-4.22200, -2.24914, -0.17275], [-6.40909, -0.08878, -0.84395], [-5.20735, 2.50244, -0.49115], [1.47322, 1.26858, 1.32673], [1.67209, -1.02066, 0.59475], [3.06813, -3.26309, -0.02391], [4.14672, -4.25816, -0.45966], [4.43266, -4.09517, -1.49597], [3.76130, -5.27203, -0.37308], [5.02878, -4.17893, 0.17131], [2.68164, -3.57828, 1.42788], [3.53408, -3.42400, 2.08595], [1.86880, -2.94306, 1.76816], [2.36181, -4.61461, 1.51359], [1.84734, -3.44684, -0.93630], [1.02020, -2.81616, -0.62297], [1.51360, -4.48209, -0.91140], [2.10257, -3.18992, -1.96207], [5.51594, -2.19282, -0.86342], [6.19821, 0.10917, -0.92124], [6.73652, 2.22296, -0.09885], [5.88992, 3.71835, -0.57175]]}

No. 4
{"formula": "C19H19CoF2N", "method": "wB97M-V/def2-TZVPD", "e_above_lowest_kcal_mol": 0.0, "orbital_gap_ha": [0.26487, 0.29667], "multiplicity": 4, "s_squared": 3.77, "e_homo_ev": [-7.2, -8.6], "elements": ["C", "C", "C", "H", "C", "H", "H", "H", "C", "H", "H", "C", "H", "H", "C", "H", "H", "C", "H", "H", "Co", "H", "F", "C", "C", "C", "C", "C", "F", "C", "C", "C", "C", "C", "C", "N", "H", "H", "H", "H", "H", "H"], "xyz": [[0.17450, 0.58754, -1.89500], [-2.18055, 0.28653, -0.47710], [-0.22590, -0.32702, -2.93533], [1.22484, 0.92374, -1.82342], [-1.76710, -1.13623, -0.39602], [-2.93346, 0.54967, 0.26879], [-0.87842, 0.22709, -3.65903], [-2.12765, -1.62749, 0.52396], [-0.95097, -1.68145, -2.83272], [-0.30037, -2.52267, -3.13453], [-1.76706, -1.61888, -3.58195], [-0.81756, 1.78261, -2.01770], [-0.80456, 2.15237, -3.05489], [-0.58301, 2.64512, -1.39068], [-2.20475, 1.16019, -1.69962], [-2.58362, 0.62969, -2.58528], [-2.91151, 1.97952, -1.51025], [-1.70648, -2.11139, -1.54268], [-2.74812, -2.35435, -1.83209], [-1.31729, -3.07540, -1.15153], [-0.49566, 0.01351, -0.04413], [0.66737, -0.29202, -3.62582], [1.54865, -4.66690, 1.81694], [1.49630, -3.29407, 1.87613], [0.62523, -2.62178, 1.00387], [0.61344, -1.23553, 1.05098], [1.38964, -0.50746, 1.96675], [2.22322, -1.25995, 2.82768], [2.97736, -0.61709, 3.78505], [2.30580, -2.64129, 2.79888], [1.24697, 0.94672, 1.95054], [1.98872, 1.85427, 2.70868], [1.80338, 3.22222, 2.56049], [0.81533, 3.67215, 1.68927], [0.01866, 2.74355, 1.01937], [0.30377, 1.41850, 1.07524], [-0.01474, -3.17743, 0.32364], [2.96267, -3.17721, 3.47632], [2.72106, 1.45264, 3.39205], [2.42168, 3.91654, 3.12587], [0.64071, 4.73104, 1.51553], [-0.85056, 3.05043, 0.43375]]}

No. 5
{"formula": "C19H19FN6", "method": "wB97M-V/def2-TZVPD", "orbital_gap_ha": 0.30125, "e_homo_ev": -7.9, "elements": ["C", "C", "N", "C", "C", "C", "N", "N", "C", "C", "H", "N", "H", "C", "H", "H", "C", "H", "H", "C", "N", "C", "N", "C", "C", "H", "H", "H", "H", "H", "C", "C", "C", "C", "C", "C", "H", "H", "F", "H", "H", "H", "H", "H", "H"], "xyz": [[0.48443, 4.95838, 0.06223], [0.02551, 3.56538, 0.06159], [-1.26507, 3.53662, -0.10770], [-1.87968, 2.18464, -0.03227], [-3.19744, 1.53984, -0.27268], [-3.15841, 0.24150, 0.09607], [-1.91784, -0.15585, 0.41647], [-1.15357, 1.12528, 0.09778], [0.15924, 1.23446, 0.28489], [0.77501, 2.43740, 0.28380], [1.73383, 2.85418, 0.42451], [0.75980, 0.14884, 0.55166], [0.30375, -0.94870, 0.42731], [2.31090, -0.02280, 0.59357], [2.76142, 0.71507, 0.93401], [2.48700, -1.05814, 1.21483], [2.81147, -0.35357, -0.84542], [2.26772, -1.10083, -1.30492], [2.57673, 0.81966, -1.49323], [4.26955, -0.28386, -0.86977], [4.71299, -1.56031, -0.48370], [4.60469, -2.69767, -0.78984], [5.15250, -3.59641, -0.07401], [5.43119, -3.00717, 1.18570], [5.24953, -1.55130, 0.63022], [5.47751, -0.87398, 1.52975], [5.89888, -3.77182, 1.85341], [4.41796, -2.81171, -1.97705], [4.70147, 0.46959, -0.36237], [4.63695, -0.35372, -1.96725], [-4.14473, -0.56449, -0.03393], [-5.50714, -0.35757, -0.40092], [-6.43499, -1.25526, -0.27586], [-6.14901, -2.73594, -0.04699], [-4.85965, -3.04775, 0.26999], [-3.80521, -1.80704, 0.32236], [-2.79730, -2.26035, 0.33815], [-4.60072, -3.99552, 0.73932], [-7.11069, -3.50900, -0.02866], [-7.60594, -0.91389, -0.42480], [-5.65153, 0.61615, -0.32765], [-4.24482, 2.36584, -0.05329], [1.06151, 4.97924, -0.80168], [-0.42063, 5.52184, -0.17807], [0.83279, 5.28074, 0.83442]]}

| no. | molar mass (g mol⁻¹) |
| --- | --- |
| 1 | 534.00 |
| 2 | 1301.22 |
| 3 | 445.73 |
| 4 | 358.30 |
| 5 | 350.40 |